No. 1
DFT (ωB97M-V/def2-TZVPD) results for C3H6N2S in the gas phase in a non-equilibrium geometry.

Values from the calculation:
**Total charge**: 0
**SMILES**: C=N/N=C\SC
**Energy**: -625.53905 hartree
**ΔE to the lowest compared entry with this formula, charge and spin**: 217.7 kJ/mol
**Gap between HOMO and LUMO**: 9.5 eV
**Maximum force**: 1.8 eV/A

Last column: Löwdin charge in e.
Positions of all 12 atoms, in Å:
C  -3.00817  -0.50133  0.06675  -0.045
N  -1.77018  -0.58343  -0.16549  -0.108
N  -1.15209  0.67355  -0.23013  -0.088
C  0.09125  0.60701  -0.07121  -0.556
S  0.96270  -0.84985  -0.15033  0.873
C  2.58250  -0.08958  0.03890  -0.419
H  -3.61124  -1.42808  0.14725  0.075
H  -3.50350  0.48789  0.14138  0.077
H  0.68587  1.53953  0.00309  0.092
H  2.76754  0.63214  -0.73847  0.030
H  3.30550  -0.90031  -0.04190  0.032
H  2.64982  0.41247  1.00016  0.038

No. 2
DFT (ωB97M-V/def2-TZVPD) results for C3H6N2S in the gas phase in a non-equilibrium geometry.

Values from the calculation:
**Total charge**: 0
**SMILES**: C/N=C\NC=S
**Energy**: -625.56395 hartree
**ΔE to the lowest compared entry with this formula, charge and spin**: 152.4 kJ/mol
**Gap between HOMO and LUMO**: 9.2 eV
**Maximum force**: 2.3 eV/A

Last column: Löwdin charge in e.
Positions of all 12 atoms, in Å:
C  1.64670  1.05085  0.55054  -0.143
N  1.54554  0.73744  -0.88806  0.015
C  0.88586  -0.24642  -1.24785  -0.270
N  0.25607  -1.19914  -0.41392  -0.048
C  -0.86926  -0.98108  0.30135  -0.763
S  -1.71619  0.34184  0.69762  0.640
H  0.69850  1.58379  0.80313  0.033
H  1.66669  0.13489  1.23450  0.092
H  2.53042  1.75151  0.62443  0.083
H  0.73071  -0.47042  -2.29962  0.118
H  0.52784  -2.20172  -0.64934  0.173
H  -1.28626  -1.97562  0.61457  0.070

No. 3
DFT (ωB97M-V/def2-TZVPD) results for C3H6N2S in the gas phase in a non-equilibrium geometry.

Values from the calculation:
**Total charge**: 0
**SMILES**: C=CN/C=N/S
**Energy**: -625.55201 hartree
**ΔE to the lowest compared entry with this formula, charge and spin**: 183.7 kJ/mol
**Gap between HOMO and LUMO**: 8.6 eV
**Maximum force**: 3.3 eV/A

Last column: Löwdin charge in e.
Positions of all 12 atoms, in Å:
C  -2.53425  -0.35302  -0.01132  0.000
C  -1.19426  -0.40046  -0.01055  -0.232
N  -0.33076  0.65946  0.00853  -0.015
C  1.02750  0.63433  -0.00636  -0.363
N  1.80633  -0.40170  -0.02073  -0.430
S  3.43401  -0.08377  -0.00385  0.689
H  -3.10915  0.61092  0.01101  0.069
H  -3.06740  -1.24878  0.01860  0.019
H  -0.65917  -1.35549  -0.00239  0.115
H  -0.80261  1.62539  0.00017  0.183
H  1.51983  1.65207  -0.03035  0.117
H  3.90995  -1.33895  0.04725  -0.154

No. 4
DFT (ωB97M-V/def2-TZVPD) results for C3H6N2S in the gas phase in a non-equilibrium geometry.

Values from the calculation:
**Total charge**: 0
**SMILES**: C=NN(C)C=S
**Energy**: -625.51768 hartree
**ΔE to the lowest compared entry with this formula, charge and spin**: 273.8 kJ/mol
**Gap between HOMO and LUMO**: 8.7 eV
**Maximum force**: 4.8 eV/A

Last column: Löwdin charge in e.
Positions of all 12 atoms, in Å:
C  1.89152  -0.52450  0.07108  0.002
N  0.74076  -1.10732  -0.07860  0.027
N  -0.33741  -0.29606  -0.18040  -0.296
C  -0.27803  1.17975  -0.05429  -0.074
C  -1.45085  -0.93290  -0.07757  -0.732
S  -2.95812  -0.34376  0.02602  0.616
H  1.98415  0.58382  0.27134  0.074
H  2.70893  -1.10605  0.07187  0.021
H  -0.08623  1.31247  1.10806  0.136
H  -1.29932  1.54814  -0.38081  0.043
H  0.56370  1.69932  -0.74526  0.126
H  -1.47910  -2.01292  -0.03144  0.058

No. 5
DFT (ωB97M-V/def2-TZVPD) results for C3H6N2S in the gas phase in a non-equilibrium geometry.

Values from the calculation:
**Total charge**: 0
**SMILES**: S/N=C\[C@@H]1CN1
**Energy**: -625.52658 hartree
**ΔE to the lowest compared entry with this formula, charge and spin**: 250.4 kJ/mol
**Gap between HOMO and LUMO**: 9.7 eV
**Maximum force**: 2.0 eV/A

Last column: Löwdin charge in e.
Positions of all 12 atoms, in Å:
S  -2.53680  -0.50481  -0.08691  0.742
N  -1.76105  0.97826  0.05141  -0.371
C  -0.49450  1.00862  -0.07534  -0.247
C  0.34342  -0.19056  -0.27638  -0.398
C  1.46125  -0.37351  0.67341  -0.132
N  1.68517  0.05680  -0.69763  0.021
H  -3.76960  -0.02913  -0.04463  -0.157
H  0.00629  1.94290  -0.01791  0.110
H  -0.10743  -1.06170  -0.66448  0.086
H  1.65868  0.39913  1.44701  0.116
H  1.66523  -1.46089  0.96320  0.130
H  1.84935  -0.76511  -1.27175  0.099

No. 6
DFT (ωB97M-V/def2-TZVPD) results for C3H6N2S2 in the gas phase in a non-equilibrium geometry.

Values from the calculation:
**Total charge**: 0
**SMILES**: [H]/N=C(/C)NSC=S
**Energy**: -1023.75774 hartree
**ΔE to the lowest compared entry with this formula, charge and spin**: 118.7 kJ/mol
**Gap between HOMO and LUMO**: 8.5 eV
**Maximum force**: 2.9 eV/A

Last column: Löwdin charge in e.
Positions of all 13 atoms, in Å:
H  0.25818  2.17325  -1.80203  0.037
N  -0.49283  2.02733  -1.13043  0.117
C  -0.23869  1.03173  -0.36393  -0.582
C  -1.20683  0.80181  0.71762  -0.077
N  0.91732  0.27018  -0.39652  -0.321
S  1.31745  -0.75119  0.88641  0.894
C  0.87260  -2.29305  0.14241  -1.031
S  0.98589  -3.73507  0.85679  0.610
H  -0.83540  1.13877  1.64947  0.066
H  -1.42639  -0.31030  0.77668  0.093
H  -2.11669  1.30550  0.49772  0.071
H  1.66126  0.48258  -1.07238  0.112
H  0.30413  -2.14153  -0.76181  0.009

No. 7
DFT (ωB97M-V/def2-TZVPD) results for C3H6N2S2 in the gas phase in a non-equilibrium geometry.

Values from the calculation:
**Total charge**: 0
**SMILES**: S=CN/N=C\CS
**Energy**: -1023.73338 hartree
**ΔE to the lowest compared entry with this formula, charge and spin**: 182.6 kJ/mol
**Gap between HOMO and LUMO**: 8.8 eV
**Maximum force**: 1.5 eV/A

Last column: Löwdin charge in e.
Positions of all 13 atoms, in Å:
S  -2.65636  -0.63307  -1.97969  0.573
C  -1.18681  -0.57490  -1.23703  -0.743
N  -0.78243  -1.48030  -0.31398  -0.080
N  0.57176  -1.56618  0.13251  0.050
C  1.10067  -0.53818  0.66143  -0.257
C  0.51718  0.81377  0.91191  -0.550
S  1.27849  1.94241  -0.29249  0.725
H  -0.44265  0.18986  -1.37365  0.016
H  -1.19141  -2.39330  -0.24843  0.121
H  2.14712  -0.73229  0.92262  0.117
H  0.69070  1.15181  1.92679  0.071
H  -0.59321  0.78923  0.86232  0.083
H  0.54694  3.03114  0.02768  -0.125

No. 8
DFT (ωB97M-V/def2-TZVPD) results for a molecular structure, C3H6N2S2 in a non-equilibrium geometry.

Values from the calculation:
**Total charge**: 0
**Energy**: -1023.60365 hartree
**ΔE to the lowest compared entry with this formula, charge and spin**: 523.2 kJ/mol
**Gap between HOMO and LUMO**: 7.9 eV
**Maximum force**: 4.7 eV/A

Last column: Löwdin charge in e.
Positions of all 13 atoms, in Å:
C  -1.84828  0.02275  0.71327  -0.185
C  0.23117  0.92011  -0.06508  -0.266
C  2.43944  0.09101  -0.49740  -0.819
H  -1.49107  -0.00636  1.91845  0.133
H  -2.24274  1.32995  0.21167  0.172
H  -2.73545  -0.82852  0.30959  0.121
H  -0.94343  -1.88140  -1.57527  -0.100
H  -0.17116  1.87908  0.37250  0.142
H  3.43012  0.55827  -1.29294  0.148
N  -0.52619  -0.18094  0.03196  -0.617
N  1.47861  0.97011  -0.39093  -0.040
S  -0.38020  -1.78313  -0.33133  0.772
S  2.75916  -1.09094  0.59551  0.540

No. 9
DFT (ωB97M-V/def2-TZVPD) results for C3H6N2S2 in the gas phase in a non-equilibrium geometry.

Values from the calculation:
**Total charge**: 0
**SMILES**: C1=NSCCSN1
**Energy**: -1023.68209 hartree
**ΔE to the lowest compared entry with this formula, charge and spin**: 317.3 kJ/mol
**Gap between HOMO and LUMO**: 8.7 eV
**Maximum force**: 5.9 eV/A

Last column: Löwdin charge in e.
Positions of all 13 atoms, in Å:
C  0.48107  1.77793  -0.06213  -0.310
N  -0.71515  1.40474  -0.29598  -0.358
S  -1.83985  0.20038  0.05838  0.864
C  -1.10241  -1.31972  -0.08792  -0.640
C  0.40905  -1.50972  0.39965  -0.647
S  1.52256  -0.57506  -0.47933  0.837
N  1.42211  0.82013  0.75030  -0.262
H  0.88020  2.69263  -0.35119  0.075
H  -1.68914  -2.01773  0.62155  0.098
H  -1.15071  -1.54784  -1.21682  0.082
H  0.36143  -1.18434  1.53651  0.115
H  0.65873  -2.57274  0.57648  0.071
H  2.34107  1.35975  0.89089  0.076